(1)
C5H8O | the ωB97M-V functional and the def2-TZVPD basis

Last column: Mulliken charge in e.
Geometry (Å):
C1 0.39 0.05 -1.53  -0.7918
C2 0.84 -0.08 -0.20  0.1938
C3 0.31 -1.18 0.47  -0.3976
C4 -0.74 -0.59 1.19  -0.2700
O1 -0.45 0.70 1.56  -0.3453
C5 0.64 1.12 0.71  -0.4179
H1 -0.98 0.02 -1.08  -0.0327
H2 0.40 -0.84 -2.17  0.3306
H3 0.52 0.98 -2.07  0.3239
H4 0.19 -2.15 0.00  0.3472
H5 -1.49 -1.06 1.82  0.4155
H6 -1.49 -0.35 -0.21  0.1016
H7 1.50 1.35 1.35  0.2701
H8 0.34 2.02 0.17  0.2725

Output
DFT total energy: -270.376449 a.u.
LUMO energy: 0.84 eV
HOMO: -8.77 eV
orbital gap: 9.6 eV
ΔE to the lowest compared entry with this formula, charge and spin: 476.38 kJ/mol

***

(2)
C4H5NO2 | the ωB97M-V functional and the def2-TZVPD basis

Last column: Mulliken charge in e.
Geometry (Å):
C1 -2.14 0.01 0.01  0.4882
C2 0.12 0.83 -0.30  -0.3744
C3 0.39 -0.37 0.60  -0.3373
C4 -1.43 -1.15 -0.50  -0.1454
N1 -1.29 0.74 -0.69  -0.2473
O1 -3.21 0.22 0.51  -0.5489
O2 -0.16 -1.49 -0.11  -0.3030
H1 0.40 1.79 0.11  0.2901
H2 0.78 0.98 -1.18  0.2977
H3 1.49 -0.68 0.69  0.3083
H4 -0.16 -0.30 1.64  0.2577
H5 -2.09 -1.53 -1.40  0.3143

Output
DFT total energy: -360.412767 a.u.
LUMO energy (spin up / spin down): 0.66 / -2.25 eV
HOMO (spin up / spin down): -6.36 / -10.01 eV
orbital gap (spin up / spin down): 7.0 / 7.8 eV
ΔE to the lowest compared entry with this formula, charge and spin: 226.20 kJ/mol
2S+1: 3

***

(3)
C25H25N2PRe | the ωB97M-V functional and the def2-TZVPD basis

Last column: Mulliken charge in e.
Geometry (Å):
C1 -2.07 3.80 -1.35  -0.0883
C2 -2.11 3.76 0.08  -0.9983
C3 -2.44 2.43 0.49  -0.2283
C4 -2.63 1.65 -0.70  -0.6128
C5 -2.34 2.48 -1.84  -0.8759
Re1 -0.54 2.38 -0.59  0.6986
N1 0.82 3.20 -1.80  -0.4930
C6 1.34 4.24 -0.92  -0.5266
C7 0.63 3.92 0.40  -0.8601
H1 -2.56 2.05 1.50  0.4393
H2 -1.97 4.60 0.75  0.6456
H3 -3.07 0.67 -0.73  0.8757
H4 -2.46 2.20 -2.88  0.4223
H5 -1.97 4.69 -1.96  0.4506
H6 0.07 4.75 0.82  0.2417
H7 2.44 4.15 -0.83  0.2187
H8 0.82 3.36 -2.80  0.1334
H9 1.31 3.45 1.10  0.3098
H10 1.15 5.28 -1.28  0.2717
N2 0.20 0.81 -0.16  -0.0084
P1 0.26 -0.80 0.19  1.0467
C8 -0.40 -0.88 1.89  0.4770
C9 0.41 -1.19 3.01  -0.4453
C10 -0.15 -1.38 4.28  -0.6294
C11 -1.51 -1.14 4.45  -0.5510
C12 -2.26 -0.57 3.41  -0.6982
C13 -1.73 -0.50 2.12  -0.5467
C14 -0.41 -1.68 -1.26  0.3327
C15 0.14 -2.88 -1.78  -0.3420
C16 -0.12 -3.29 -3.09  -0.7185
C17 -0.96 -2.54 -3.91  -0.4726
C18 -1.60 -1.42 -3.38  -0.8496
C19 -1.35 -1.02 -2.07  0.3229
C20 1.81 -1.69 0.45  0.0959
C21 3.00 -1.16 -0.05  -0.6045
C22 4.17 -1.92 0.05  -0.6097
C23 4.13 -3.23 0.53  -0.4628
C24 2.93 -3.76 1.03  -0.7489
C25 1.78 -2.97 1.04  -0.2457
H11 1.49 -1.34 2.90  0.4844
H12 0.48 -1.68 5.13  0.3837
H13 -1.97 -1.39 5.41  0.3733
H14 -3.26 -0.19 3.61  0.4046
H15 -2.38 -0.17 1.30  0.5380
H16 0.82 -3.46 -1.16  0.3449
H17 0.34 -4.20 -3.47  0.3924
H18 -1.09 -2.81 -4.95  0.3745
H19 -2.28 -0.84 -4.00  0.4078
H20 -1.87 -0.15 -1.70  -0.1410
H21 2.99 -0.16 -0.47  0.4515
H22 5.12 -1.48 -0.29  0.3824
H23 5.02 -3.85 0.50  0.3598
H24 2.90 -4.79 1.42  0.3896
H25 0.90 -3.34 1.57  0.4881

Output
DFT total energy: -1496.615379 a.u.
LUMO energy (spin up / spin down): 0.36 / 0.15 eV
HOMO (spin up / spin down): -4.88 / -7.05 eV
orbital gap (spin up / spin down): 5.2 / 7.2 eV
2S+1: 4